1.
DFT (ωB97M-V/def2-TZVPD) results for a cluster of 2 separate species, CH5N2O in total at a distorted geometry.

Each line ends with the Löwdin charge.
Element x y z (Å)
C  0.63531  0.17133  -0.00090  0.197
N  1.79846  -0.42406  0.11842  0.197
N  -2.77786  0.12962  -0.16461  -0.034
O  -3.90449  -0.21992  0.15599  -0.121
H  0.50505  1.31967  0.06520  0.175
H  2.62185  0.15135  0.20513  0.143
H  2.09372  -1.38248  0.17818  0.156
H  -0.15263  -0.52494  -0.01848  0.069
H  -4.71647  0.56842  0.05604  0.219

Properties
* lowest unoccupied orbital energy (spin up / spin down): -0.219 / -0.219 Eh
* net charge: +1
* relative energy (zero: lowest compared OMol25 entry of this formula, charge and spin): 5.932 eV
* Kohn-Sham gap (spin up / spin down): 6.10 / 6.11 eV

=====

2.
DFT (ωB97M-V/def2-TZVPD) results for a structure of composition C28H55MgO2Si4 at a distorted geometry.

Each line ends with the Löwdin charge.
Element x y z (Å)
O  3.26241  1.87166  -5.81223  -0.123
C  4.37032  0.91761  -6.06776  -0.155
C  4.89811  1.66387  -7.29277  -0.079
H  3.98610  -0.09837  -6.26075  0.122
H  5.08450  0.89812  -5.22628  0.119
C  3.72192  2.62669  -6.98877  -0.572
H  4.84261  1.10900  -8.23578  0.113
H  5.87714  2.13133  -7.14773  0.110
C  2.65350  2.67416  -8.06736  -0.026
H  2.35564  1.65988  -8.35902  0.089
H  3.04165  3.17996  -8.96126  0.089
H  1.79398  3.24812  -7.69430  0.091
C  4.19835  4.02449  -6.61770  -0.026
H  4.98342  3.97970  -5.85277  0.089
H  3.35174  4.62610  -6.25310  0.091
H  4.61247  4.51620  -7.50772  0.089
Mg  0.22340  1.74665  -0.24304  0.612
C  0.51111  2.34782  2.01003  -0.187
C  1.03063  1.02075  2.00988  -0.143
C  2.12717  0.97765  1.10685  -0.175
H  0.70742  0.21354  2.67478  0.062
C  2.33672  2.28745  0.58868  -0.208
C  1.30892  3.14411  1.12082  -0.193
H  1.23068  4.22201  0.97745  0.101
H  -0.26572  2.72668  2.67711  0.109
H  2.76149  0.10360  0.91339  0.095
H  3.20904  2.62634  0.03605  0.093
C  -1.96160  1.72519  0.57545  -0.191
C  -1.72683  3.01037  0.00092  -0.192
C  -1.50143  2.83331  -1.40235  -0.187
H  -1.83409  3.97873  0.48830  0.104
C  -1.58874  1.43053  -1.67907  -0.197
C  -1.84142  0.74536  -0.45619  -0.175
H  -2.02407  -0.33245  -0.32056  0.089
H  -2.29682  1.52415  1.60020  0.084
H  -1.40851  3.63596  -2.12569  0.089
H  -1.57610  1.00350  -2.68550  0.101
O  1.16410  0.50187  -1.85295  -0.220
C  1.73488  1.61629  -2.66224  -0.156
C  3.12708  1.12739  -3.01410  -0.155
H  1.77100  2.56381  -2.09544  0.112
H  1.05032  1.79255  -3.50883  0.132
C  2.85490  -0.37512  -3.23730  -0.159
H  3.78469  1.24380  -2.13902  0.124
H  3.55400  1.64184  -3.86755  0.073
C  1.96866  -0.70114  -2.06385  -0.154
H  3.77658  -0.95969  -3.28534  0.118
H  2.29578  -0.47864  -4.15983  0.112
H  2.54457  -0.92090  -1.15739  0.113
H  1.28702  -1.52611  -2.24864  0.126
C  -0.64998  0.33124  5.53466  -0.232
Si  -2.21958  -0.54754  4.96048  0.240
C  -2.64018  -1.88038  6.23402  -0.244
C  -3.64473  0.69631  4.90466  -0.239
Si  -1.94128  -1.45484  2.85829  0.354
Si  -0.39972  -3.18496  2.97379  0.260
C  -1.21501  -4.66817  3.81766  -0.249
C  0.02944  -3.58443  1.17596  -0.245
C  1.11774  -2.65265  3.96165  -0.232
Si  -3.97534  -2.28309  2.13765  0.254
C  -4.81693  -3.25106  3.52752  -0.251
C  -5.07552  -0.83054  1.63284  -0.234
C  -3.68210  -3.47833  0.69884  -0.244
H  -0.84787  0.71471  6.54724  0.017
H  -0.40456  1.18773  4.89205  0.012
H  0.22067  -0.33503  5.58581  0.004
H  -2.75268  -1.35477  7.19573  0.010
H  -3.58238  -2.39783  6.00821  0.005
H  -1.84036  -2.62785  6.33752  0.011
H  -3.37085  1.58884  4.32397  0.020
H  -4.56973  0.27535  4.48822  0.002
H  -3.84467  1.00453  5.94209  0.015
H  -2.09925  -5.02062  3.26716  0.008
H  -0.47782  -5.48606  3.84468  0.008
H  -1.51336  -4.43950  4.85110  0.011
H  0.53048  -2.73097  0.69391  0.010
H  0.71170  -4.44782  1.15067  0.013
H  -0.85987  -3.83293  0.58132  0.000
H  1.71550  -1.90606  3.41917  0.016
H  0.85281  -2.23948  4.94505  0.004
H  1.75019  -3.53913  4.12754  0.016
H  -5.09756  -2.59803  4.36616  0.009
H  -5.73929  -3.68559  3.10941  0.009
H  -4.18691  -4.06872  3.90804  0.012
H  -4.67028  -0.32115  0.74734  0.015
H  -6.07716  -1.21429  1.38106  0.015
H  -5.18820  -0.08805  2.43497  0.005
H  -3.31867  -2.94453  -0.19095  0.019
H  -2.95674  -4.26614  0.94672  0.002
H  -4.63866  -3.96390  0.44805  0.016

Properties
* lowest unoccupied orbital energy: 0.064 Eh
* net charge: -1
* relative energy (zero: lowest compared OMol25 entry of this formula, charge and spin): 0.000 eV
* Kohn-Sham gap: 3.56 eV

=====

3.
DFT (ωB97M-V/def2-TZVPD) results for a structure of composition C27H39N3O4 at a distorted geometry.

Each line ends with the Löwdin charge.
Element x y z (Å)
N  2.61393  23.34824  -24.97008  0.080
C  3.34551  22.48270  -24.19083  -0.084
C  2.75860  21.34044  -23.61770  -0.049
C  1.35826  21.07668  -23.90161  -0.056
C  0.67870  21.86192  -24.76081  -0.089
C  1.31350  23.02306  -25.19911  -0.132
H  4.36399  22.76708  -23.97120  0.093
H  3.42896  20.72390  -23.03728  0.014
H  0.85342  20.20271  -23.51726  0.112
H  -0.38672  21.73270  -24.88159  0.112
H  0.67497  23.66817  -25.78435  0.102
N  5.76275  18.34345  -21.65814  0.078
C  4.99174  19.02729  -20.86949  -0.320
C  3.70109  19.43634  -21.17276  -0.066
C  3.18431  19.29179  -22.49245  -0.073
C  4.11570  18.71959  -23.42082  -0.067
C  5.35463  18.22190  -22.90095  -0.188
H  5.48647  19.29053  -19.94626  0.080
H  3.16987  19.99450  -20.41602  0.141
H  2.23351  19.65843  -22.85017  0.063
H  3.76782  18.44886  -24.40677  -0.122
H  5.98504  17.55106  -23.46570  0.116
N  3.43651  18.07790  -16.52838  0.058
C  4.29061  17.04165  -16.26085  -0.124
C  5.14584  16.41369  -17.26311  -0.045
C  5.02601  16.92110  -18.58585  -0.051
C  4.30326  18.10948  -18.81388  -0.124
C  3.56897  18.60702  -17.75913  -0.170
H  4.09904  16.57619  -15.30532  0.085
H  5.65874  15.47874  -17.09226  0.084
H  5.58586  16.41915  -19.36109  0.097
H  4.23068  18.68212  -19.72668  -0.016
H  2.99784  19.49586  -17.98310  0.102
C  8.21057  16.95615  -25.26118  0.002
C  7.74887  18.40673  -24.98425  -0.335
O  7.74191  19.29155  -25.84741  0.047
C  7.20126  18.86926  -23.58885  -0.094
H  8.11310  16.31517  -24.38497  0.075
H  9.27588  17.01901  -25.48315  0.081
H  7.92604  16.43403  -26.17470  0.087
H  6.22890  19.33510  -23.74885  0.032
H  7.96755  19.52219  -23.17101  0.125
H  7.14820  18.08751  -22.83112  0.075
C  3.02014  20.28879  -27.23681  0.000
C  3.72151  18.96853  -26.92205  -0.361
O  4.14665  18.21511  -27.83918  0.020
C  3.97074  18.66565  -25.46785  -0.114
H  2.25858  20.37760  -26.46206  0.060
H  2.73313  20.34231  -28.28699  0.083
H  3.68460  21.15147  -27.18819  0.085
H  4.51769  19.42459  -24.90842  -0.085
H  4.45778  17.69072  -25.48780  0.158
H  2.97986  18.54865  -25.02903  0.153
C  7.07593  21.80433  -24.19077  0.038
C  5.84778  20.94624  -23.81938  -0.400
O  5.23703  20.24505  -24.58938  0.018
C  5.44587  20.99156  -22.35661  -0.014
H  7.64770  21.22657  -24.91697  0.077
H  7.67804  22.09611  -23.33028  0.092
H  6.73338  22.76405  -24.57766  0.098
H  6.18149  20.33228  -21.89582  0.082
H  4.40343  20.75446  -22.14399  0.041
H  5.57701  21.99889  -21.96139  0.125
C  7.27073  20.48719  -19.47522  -0.020
C  7.18457  20.02752  -18.02157  -0.398
O  6.09629  19.57330  -17.64351  0.058
C  8.47868  20.07751  -17.24237  -0.015
H  6.85046  19.86446  -20.26495  0.033
H  8.29870  20.53893  -19.83397  0.087
H  6.69902  21.41112  -19.56238  0.102
H  8.14732  19.94948  -16.21188  0.085
H  8.97856  21.04198  -17.33180  0.083
H  9.28693  19.39796  -17.51264  0.092

Properties
* lowest unoccupied orbital energy: 0.001 Eh
* net charge: 0
* relative energy (zero: lowest compared OMol25 entry of this formula, charge and spin): 26.254 eV
* Kohn-Sham gap: 7.67 eV

=====

4.
DFT (ωB97M-V/def2-TZVPD) results for a cluster of 2 separate species, C4H3N3 in total at a distorted geometry.

Each line ends with the Löwdin charge.
Element x y z (Å)
C  -0.09204  -1.59863  -0.41125  -0.256
C  -2.54322  0.89325  -0.14557  -0.309
C  1.89105  0.52553  0.34213  0.153
C  -0.71673  -0.45673  -0.19138  -0.049
N  0.51072  -2.56087  -0.61158  0.215
N  -3.09773  1.78260  0.35194  0.168
N  -1.88909  -0.18737  -0.50674  0.123
H  1.74452  1.52743  0.40096  -0.031
H  2.07406  -0.09728  -0.51051  0.005
H  2.11845  0.17207  1.28201  -0.017

Properties
* lowest unoccupied orbital energy (spin up / spin down): -0.066 / -0.080 Eh
* net charge: 0
* relative energy (zero: lowest compared OMol25 entry of this formula, charge and spin): 5.866 eV
* Kohn-Sham gap (spin up / spin down): 8.27 / 7.47 eV

=====

5.
DFT (ωB97M-V/def2-TZVPD) results for an isolated molecule of CH4NOP at a distorted geometry.

Each line ends with the Löwdin charge.
Element x y z (Å)
N  -0.90285  -0.21131  -1.32151  -0.214
P  -0.26706  0.98520  0.28836  0.899
C  1.17213  -0.06932  0.74910  -0.312
O  -0.16435  -0.22324  1.35794  -0.452
H  -1.61969  -0.68832  -0.62052  0.018
H  -1.44995  0.57341  -1.74830  -0.045
H  1.94487  0.44869  1.30375  0.056
H  1.28690  -0.81511  -0.00883  0.049

Properties
* structure (SMILES): NP1CO1
* lowest unoccupied orbital energy: 0.033 Eh
* net charge: 0
* relative energy (zero: lowest compared OMol25 entry of this formula, charge and spin): 2.302 eV
* Kohn-Sham gap: 10.24 eV

=====

6.
DFT (ωB97M-V/def2-TZVPD) results for an isolated molecule of C3H7NO2 at a distorted geometry.

Each line ends with the Löwdin charge.
Element x y z (Å)
C  0.30866  -1.60835  -0.26748  -0.092
C  -0.86431  -0.70360  0.18815  -0.238
N  -0.49109  0.63237  0.55858  0.054
C  0.52876  1.32823  -0.05802  -0.578
O  1.63594  0.96484  -0.34101  0.100
O  0.20435  2.67735  -0.04206  0.066
H  0.63793  -1.44801  -1.28798  0.071
H  1.12089  -1.51791  0.44189  0.072
H  -0.07136  -2.62254  -0.14708  0.069
H  -1.63137  -0.81052  -0.58350  0.110
H  -1.19146  -1.22657  1.08783  0.109
H  -1.04246  1.27203  1.10501  0.139
H  0.85553  3.06268  -0.65431  0.118

Properties
* structure (SMILES): CCNC(=O)O
* lowest unoccupied orbital energy: 0.029 Eh
* net charge: 0
* relative energy (zero: lowest compared OMol25 entry of this formula, charge and spin): 0.694 eV
* Kohn-Sham gap: 10.55 eV

=====

7.
DFT (ωB97M-V/def2-TZVPD) results for a structure of composition C20H35BCl4GeN6PbS2Sb.

Each line ends with the Löwdin charge.
Element x y z (Å)
Pb  -0.81091  -0.34901  -0.09534  0.754
N  -1.98360  -2.64307  -1.15092  -0.083
C  -1.04323  -3.34135  -2.02542  -0.283
C  -0.42037  -2.36380  -3.00320  -0.249
N  0.34569  -1.33081  -2.29053  -0.048
H  -2.23091  -3.18544  -0.32999  0.011
H  -2.85830  -2.43887  -1.62282  0.075
H  -1.50510  -4.16044  -2.58656  0.116
H  -0.26309  -3.77809  -1.39827  0.081
H  -1.21141  -1.85755  -3.56055  0.102
H  0.19392  -2.90431  -3.72983  0.119
H  0.57542  -0.55852  -2.90954  0.042
H  1.21983  -1.70910  -1.93645  0.056
C  3.55057  0.13896  -2.06392  -0.039
N  3.56109  -0.29153  -0.68223  -0.120
C  4.47161  -1.17537  -0.13288  -0.044
C  4.21194  -1.21739  1.18941  -0.059
N  3.15826  -0.37157  1.45558  -0.025
B  2.59603  -0.13189  2.88121  -0.431
N  1.45422  -1.17604  3.24539  0.022
C  1.07062  -1.28609  4.56401  -0.059
C  0.12193  -2.24464  4.65632  -0.053
N  -0.07212  -2.72895  3.38621  -0.148
C  -1.07462  -3.70678  3.00297  -0.051
C  0.73305  -2.05073  2.53777  -0.710
S  0.75567  -2.36445  0.83141  0.587
C  2.76355  0.19166  0.30321  -0.739
S  1.47970  1.31203  0.06498  0.505
H  3.73353  -0.71652  -2.71333  0.099
H  4.31713  0.89489  -2.23873  0.103
H  2.57977  0.57380  -2.27925  0.021
H  5.21352  -1.67219  -0.73166  0.120
H  4.68633  -1.77389  1.97700  0.125
H  3.49310  -0.34054  3.66168  0.078
H  2.15048  0.97449  2.97018  0.056
H  1.51909  -0.67177  5.32346  0.126
H  -0.43320  -2.61873  5.49712  0.125
H  -1.45475  -4.17154  3.90925  0.096
H  -0.62669  -4.46390  2.36370  0.080
H  -1.89785  -3.21922  2.48177  0.012
Cl  -2.12765  -0.42897  2.61175  -0.090
Ge  -4.14149  -0.33405  1.31730  -0.042
Cl  -5.46765  0.01195  3.07479  -0.101
Cl  -4.33957  -2.62208  1.20508  -0.097
C  -0.87921  4.90935  1.02011  -0.346
Sb  -1.59743  2.94577  1.53041  1.148
C  -3.42984  3.59015  2.43603  -0.339
C  -0.50239  2.77881  3.35349  -0.335
H  -0.97702  5.57858  1.87492  0.000
H  -1.44557  5.31829  0.18301  -0.007
H  0.17142  4.84601  0.73602  -0.007
H  -3.22974  4.38038  3.15943  0.004
H  -3.89978  2.74723  2.94301  -0.030
H  -4.11449  3.96282  1.67470  -0.001
H  -0.60206  3.69643  3.93325  0.007
H  0.54505  2.59284  3.12502  -0.024
H  -0.89498  1.93815  3.92371  -0.022
Cl  1.88757  0.09518  -6.53288  0.676
C  0.78731  0.72073  -5.34980  -0.678
C  -0.54905  0.33229  -5.37771  -0.120
C  -1.41535  0.81536  -4.42108  -0.050
C  -0.97653  1.69829  -3.40276  -0.328
C  -1.84466  2.15115  -2.40204  0.058
C  0.38797  2.08881  -3.42338  -0.054
C  1.25330  1.60755  -4.37998  -0.127
H  -0.89255  -0.34564  -6.14747  0.110
H  -2.45602  0.51330  -4.43773  0.120
H  -1.48256  2.82639  -1.64058  0.024
H  -2.88222  1.84730  -2.36540  0.072
H  0.75281  2.75689  -2.65337  0.104
H  2.29251  1.90899  -4.38904  0.108

Properties
* ⟨S²⟩: 0.792
* lowest unoccupied orbital energy (spin up / spin down): 0.007 / -0.051 Eh
* net charge: 0
* relative energy (zero: lowest compared OMol25 entry of this formula, charge and spin): 0.000 eV
* Kohn-Sham gap (spin up / spin down): 7.92 / 6.40 eV
* spin multiplicity: 2

=====

8.
DFT (ωB97M-V/def2-TZVPD) results for a structure of composition C2H8N6 at a distorted geometry.

Each line ends with the Löwdin charge.
Element x y z (Å)
C  -0.36740  1.05886  -0.41806  -0.488
C  0.47816  -1.15830  -0.71678  -0.481
H  -2.26281  2.59823  1.01265  0.117
H  -0.63187  2.34309  2.06230  0.130
H  -1.70083  -0.08662  1.14077  0.165
H  0.69817  2.14584  -1.28220  0.044
H  0.51093  -0.81319  1.27737  0.167
H  1.01346  -2.58791  0.91229  0.098
H  1.18058  -1.58078  -2.49924  0.037
H  1.93632  -3.05229  -1.19392  0.248
N  -1.61616  1.89634  1.62946  -0.094
N  -0.94806  0.72931  0.89567  -0.139
N  -0.02012  2.27368  -0.56674  0.090
N  0.09140  -0.04180  -1.30209  0.086
N  0.25068  -1.82620  0.62807  0.006
N  1.38755  -1.89825  -1.57956  0.012

Properties
* lowest unoccupied orbital energy: 0.008 Eh
* net charge: 0
* relative energy (zero: lowest compared OMol25 entry of this formula, charge and spin): 5.186 eV
* Kohn-Sham gap: 9.28 eV

=====

Q: Which formula does entry 3 have?
A: C27H39N3O4